Entry 1:
This record from OMol25 describes a structure of composition C3H8N2S at a distorted geometry. The level of theory is ωB97M-V/def2-TZVPD.

Last column: Löwdin charge in e.
Atoms and positions in Å:
C 1.3079 -1.0023 -0.3240  -0.14
C 0.8518 -0.0044 0.8431  -0.36
C -0.5302 1.6237 -0.0702  -0.20
H 0.4742 -1.8208 -0.7273  0.04
H 2.0397 -1.8192 0.0177  0.06
H 1.7426 -0.5295 -1.3270  0.10
H 0.1299 -0.5540 1.4846  0.08
H 1.6766 -0.0535 1.4929  0.07
H -0.6360 2.4512 -0.7353  0.09
H -2.6389 1.6439 -0.1920  0.11
H -1.0789 -1.3420 -0.9159  0.01
N 0.7195 1.2189 0.1608  0.00
N -1.8485 0.9342 0.0689  -0.48
S -2.2095 -0.7462 0.2235  0.62

As for the HOMO-LUMO gap: 8.94 eV. As for the HOMO energy: -8.505 eV. As for the energy above the lowest of the compared OMol25 structures with the same formula, charge and spin: 104.8 kcal per mole. For the strongest force on any atom, the calculation gives 5.800 eV/Å.

Entry 2:
This record from OMol25 describes the molecule C3H8N2S at a distorted geometry. The level of theory is ωB97M-V/def2-TZVPD.

Last column: Löwdin charge in e.
Atoms and positions in Å:
C 1.3073 -0.5859 -0.9379  -0.18
C -0.1455 -0.9290 -0.7112  -0.71
S -1.1528 -0.3458 -2.1630  0.68
C -0.6310 -0.3061 0.5663  -0.22
N -0.1575 0.8474 0.8601  -0.09
N -0.7113 1.6028 1.8207  0.00
H 1.9931 -1.0450 -0.1024  0.11
H 1.4342 0.5008 -0.7989  0.06
H 1.7144 -0.9871 -1.8528  0.06
H -0.2944 -2.0225 -0.6590  0.10
H -0.6815 0.9753 -2.0553  -0.09
H -1.3683 -0.7690 1.2577  0.12
H -1.3803 1.1358 2.4441  0.09
H 0.0737 1.9283 2.3317  0.07

As for the HOMO-LUMO gap: 9.75 eV. As for the HOMO energy: -8.741 eV. As for the structure (SMILES): C[C@H](S)/C=N/N. As for the energy above the lowest of the compared OMol25 structures with the same formula, charge and spin: 49.1 kcal per mole. For the strongest force on any atom, the calculation gives 2.831 eV/Å.